{
  "formula": "C35H52N4RuS2Sb2Si",
  "method": "ωB97M-V/def2-TZVPD",
  "molar_mass_g_mol": 965.64,
  "s2": 0.92,
  "total_charge": 1,
  "multiplicity": 2,
  "total_energy_ha": -3244.88191,
  "species": ["Ru", "C", "Sb", "C", "C", "C", "C", "C", "C", "C", "C", "C", "Sb", "C", "C", "H", "H", "H", "H", "H", "H", "H", "H", "H", "H", "H", "H", "H", "H", "H", "H", "H", "H", "H", "H", "C", "Si", "C", "C", "C", "C", "C", "C", "N", "C", "S", "H", "H", "H", "H", "H", "H", "H", "H", "H", "H", "H", "H", "C", "N", "C", "C", "C", "C", "C", "C", "C", "C", "H", "H", "H", "H", "H", "H", "H", "H", "H", "H", "H", "H", "C", "C", "C", "C", "N", "C", "S", "N", "C", "H", "H", "H", "H", "H", "H", "H", "H"],
  "xyz": [[-0.05, 0.61, -0.07], [-2.76, -0.16, -3.18], [-1.22, 1.19, -2.54], [-0.25, 1.30, -4.46], [-2.22, 3.12, -2.84], [-3.66, 3.02, -2.45], [-4.57, 2.49, -3.37], [-5.88, 2.25, -3.03], [-6.31, 2.51, -1.73], [-5.42, 3.06, -0.82], [-4.10, 3.35, -1.16], [-3.23, 4.07, -0.18], [-1.51, 2.98, 0.66], [-1.60, 4.12, 2.49], [-2.88, 1.38, 1.18], [-3.06, 0.11, -4.19], [-3.62, -0.11, -2.52], [-2.36, -1.18, -3.18], [-1.05, 1.41, -5.20], [0.33, 0.41, -4.68], [0.39, 2.18, -4.50], [-2.11, 3.34, -3.90], [-1.68, 3.86, -2.26], [-4.22, 2.29, -4.38], [-6.57, 1.84, -3.76], [-7.33, 2.30, -1.44], [-5.77, 3.30, 0.18], [-3.81, 4.33, 0.70], [-2.84, 4.99, -0.61], [-2.34, 3.69, 3.16], [-1.89, 5.13, 2.21], [-0.63, 4.16, 2.97], [-3.57, 1.70, 1.96], [-2.36, 0.49, 1.51], [-3.45, 1.15, 0.28], [-0.87, 1.72, 5.40], [-0.13, -0.01, 5.49], [-0.90, -0.95, 6.94], [1.75, -0.02, 5.63], [-0.57, -0.94, 3.88], [-1.34, -2.09, 3.91], [-1.69, -2.76, 2.74], [-1.24, -2.25, 1.54], [-0.48, -1.15, 1.47], [-0.15, -0.50, 2.60], [0.76, 0.96, 2.28], [-0.93, 2.16, 6.39], [-1.88, 1.70, 4.98], [-0.25, 2.36, 4.77], [-0.60, -0.46, 7.87], [-0.55, -1.98, 6.99], [-1.99, -0.95, 6.90], [2.07, 0.50, 6.53], [2.20, 0.47, 4.77], [2.13, -1.05, 5.68], [-1.70, -2.46, 4.86], [-2.30, -3.66, 2.76], [-1.49, -2.71, 0.59], [3.96, 0.27, -0.33], [3.56, 1.38, -1.18], [3.49, 2.63, -0.44], [2.34, 1.12, -1.88], [2.40, 0.00, -2.89], [3.29, 0.17, -3.95], [3.36, -0.73, -4.99], [2.50, -1.82, -5.03], [1.63, -2.03, -3.97], [1.60, -1.15, -2.90], [4.89, 0.51, 0.18], [4.09, -0.62, -0.94], [3.18, 0.07, 0.43], [4.43, 2.79, 0.08], [2.68, 2.60, 0.31], [3.32, 3.46, -1.12], [2.04, 2.04, -2.40], [1.51, 0.92, -1.12], [3.95, 1.03, -3.93], [4.09, -0.59, -5.78], [2.51, -2.50, -5.87], [0.98, -2.89, -3.96], [1.43, -5.85, 1.21], [2.11, -4.81, 0.38], [3.36, -4.90, -0.13], [3.86, -3.85, -0.93], [3.04, -2.87, -1.30], [1.84, -2.79, -0.81], [0.62, -1.69, -1.51], [1.39, -3.67, 0.13], [5.26, -3.81, -1.43], [2.06, -6.73, 1.29], [0.48, -6.12, 0.77], [1.24, -5.46, 2.21], [3.97, -5.78, 0.06], [0.47, -3.56, 0.54], [5.62, -4.81, -1.64], [5.91, -3.36, -0.68], [5.30, -3.20, -2.33]]
}

=====

{
  "formula": "C4H12O3",
  "method": "ωB97M-V/def2-TZVPD",
  "molar_mass_g_mol": 108.14,
  "smiles": "OCCCCO.O",
  "multiplicity": 1,
  "total_energy_ha": -385.26101,
  "species": ["C", "O", "C", "C", "C", "O", "H", "H", "H", "H", "H", "H", "H", "H", "H", "H", "H", "H", "O"],
  "xyz": [[1.06, -0.35, 1.54], [2.29, -0.12, 2.15], [0.69, 0.98, 0.88], [-0.40, 0.81, -0.29], [-1.73, 0.14, 0.08], [-2.32, 1.00, 1.07], [0.25, -0.76, 2.12], [1.26, -1.07, 0.68], [2.06, 0.25, 3.00], [0.68, 1.78, 1.64], [1.67, 1.20, 0.33], [-0.72, 1.85, -0.59], [-0.02, 0.30, -1.21], [-2.50, 0.14, -0.79], [-1.66, -0.95, 0.46], [-3.22, 1.06, 0.97], [1.17, -2.80, -4.04], [0.54, -1.45, -4.33], [0.90, -2.02, -3.64]]
}

=====

{
  "formula": "C5H9N2O",
  "method": "ωB97M-V/def2-TZVPD",
  "molar_mass_g_mol": 113.14,
  "total_charge": 1,
  "multiplicity": 1,
  "total_energy_ha": -380.20628,
  "species": ["C", "C", "C", "C", "C", "N", "N", "O", "H", "H", "H", "H", "H", "H", "H", "H", "H"],
  "xyz": [[0.19, -0.70, 1.86], [-0.85, -1.58, -0.79], [0.28, -0.61, -0.66], [-1.08, 0.61, 1.13], [1.39, 1.05, 0.54], [-1.88, -1.57, -0.08], [0.24, 0.15, 0.58], [-0.82, -0.11, 2.30], [-0.52, -2.27, -1.52], [-2.58, -2.28, 0.03], [1.12, -1.28, -0.76], [0.44, -0.01, -1.67], [-1.10, 1.71, 1.22], [-1.87, -0.03, 0.75], [2.41, 0.67, 0.19], [1.19, 1.85, -0.08], [1.49, 1.60, 1.38]]
}

=====

{
  "formula": "C10H6Cl2OS",
  "method": "ωB97M-V/def2-TZVPD",
  "molar_mass_g_mol": 245.13,
  "smiles": "Clc1ccc2c(c1)=S([C@]1(Cl)CO1)#CC=2",
  "multiplicity": 1,
  "total_energy_ha": -1778.25374,
  "species": ["C", "C", "C", "C", "C", "C", "C", "C", "C", "C", "O", "S", "Cl", "Cl", "H", "H", "H", "H", "H", "H"],
  "xyz": [[1.97, -1.00, -0.59], [2.60, -0.09, 0.22], [-0.09, -1.22, -2.15], [0.64, 1.34, 0.32], [0.66, -0.72, -1.03], [0.09, 0.49, -0.57], [1.95, 1.02, 0.70], [-1.31, -0.73, -2.55], [-2.16, -0.45, 1.46], [-2.46, 0.57, 0.49], [-3.41, -0.32, 0.81], [-1.51, 0.66, -1.26], [2.97, 2.05, 1.52], [-2.57, 2.17, 0.90], [2.44, -2.01, -0.79], [3.47, -0.46, 0.75], [0.20, -2.18, -2.45], [0.14, 2.18, 0.65], [-1.52, -1.22, 1.11], [-2.11, -0.10, 2.49]]
}

=====

{
  "formula": "C39H28Co2N2O5P",
  "method": "ωB97M-V/def2-TZVPD",
  "molar_mass_g_mol": 753.50,
  "total_charge": -1,
  "multiplicity": 1,
  "total_energy_ha": -5095.50980,
  "species": ["O", "C", "Co", "C", "O", "C", "O", "C", "C", "C", "C", "C", "C", "C", "C", "C", "Co", "C", "O", "C", "O", "P", "C", "C", "C", "C", "C", "C", "C", "C", "C", "C", "C", "C", "C", "C", "C", "C", "C", "C", "H", "H", "H", "H", "H", "H", "H", "H", "H", "H", "H", "H", "H", "H", "H", "H", "H", "H", "H", "H", "H", "H", "C", "C", "C", "C", "C", "C", "N", "C", "N", "H", "H", "H", "H", "H", "H"],
  "xyz": [[2.83, 3.64, -0.60], [2.10, 2.75, -0.73], [0.99, 1.36, -0.87], [1.73, 0.30, 0.35], [2.22, -0.49, 1.05], [-0.19, 2.51, -0.18], [-0.85, 3.37, 0.25], [0.43, 0.82, -2.51], [1.68, 0.27, -2.10], [2.94, -0.11, -2.48], [4.01, -0.74, -1.74], [5.36, -0.50, -2.16], [6.43, -0.87, -1.36], [6.21, -1.55, -0.16], [4.91, -1.94, 0.19], [3.84, -1.62, -0.64], [-0.32, -0.74, -1.83], [0.14, -2.13, -0.88], [0.55, -3.04, -0.27], [-0.83, -1.31, -3.39], [-1.09, -1.63, -4.47], [-2.17, -0.05, -0.95], [-2.38, 0.11, 0.88], [-3.63, 0.46, 1.43], [-3.77, 0.69, 2.80], [-2.67, 0.50, 3.66], [-1.46, 0.04, 3.13], [-1.32, -0.17, 1.75], [-2.69, 1.56, -1.71], [-3.04, 2.69, -0.94], [-3.38, 3.89, -1.55], [-3.41, 3.99, -2.95], [-2.99, 2.90, -3.72], [-2.64, 1.70, -3.10], [-3.58, -1.17, -1.35], [-4.68, -0.75, -2.12], [-5.69, -1.66, -2.47], [-5.62, -2.99, -2.04], [-4.54, -3.41, -1.25], [-3.53, -2.51, -0.91], [0.06, 1.34, -3.39], [3.20, 0.24, -3.50], [5.51, 0.05, -3.10], [7.45, -0.66, -1.71], [7.06, -1.90, 0.43], [4.74, -2.55, 1.08], [2.86, -2.07, -0.45], [-4.51, 0.57, 0.79], [-4.72, 1.01, 3.23], [-2.75, 0.69, 4.73], [-0.60, -0.15, 3.79], [-0.39, -0.57, 1.35], [-3.08, 2.63, 0.14], [-3.62, 4.77, -0.93], [-3.74, 4.91, -3.43], [-2.93, 2.97, -4.81], [-2.31, 0.85, -3.71], [-4.76, 0.28, -2.46], [-6.54, -1.33, -3.08], [-6.41, -3.71, -2.31], [-4.48, -4.44, -0.90], [-2.68, -2.84, -0.31], [6.56, 2.52, 4.64], [5.94, 2.00, 3.50], [5.23, 0.81, 3.58], [5.12, 0.22, 4.87], [5.72, 0.71, 6.03], [6.48, 1.90, 5.90], [4.30, -0.88, 4.67], [3.96, -0.96, 3.34], [4.51, 0.05, 2.65], [7.12, 3.45, 4.58], [5.98, 2.49, 2.53], [5.57, 0.17, 6.97], [7.00, 2.33, 6.77], [4.01, -1.48, 5.44], [3.31, -1.79, 3.02]]
}

=====

{
  "formula": "C5H5N",
  "method": "ωB97M-V/def2-TZVPD",
  "molar_mass_g_mol": 79.10,
  "smiles": "C=C=C=CC#N.[H][H]",
  "multiplicity": 1,
  "total_energy_ha": -248.11731,
  "species": ["C", "C", "C", "C", "C", "N", "H", "H", "H", "H", "H"],
  "xyz": [[1.36, 1.76, -0.03], [0.42, 1.06, -0.62], [-0.49, 0.20, -0.79], [-1.33, -0.80, -0.58], [-0.92, -2.16, -0.74], [-0.59, -3.26, -0.84], [2.39, 1.42, -0.02], [0.47, 0.13, 1.68], [1.10, 2.66, 0.52], [-0.06, -0.40, 1.63], [-2.34, -0.62, -0.21]]
}